No. 1
ORCA calculation (the ωB97M-V functional and the def2-TZVPD basis) on a structure of composition C21H56O22S7V at a distorted geometry.

Its expectation value of S² is 2.03. As for the total charge: +1. The total energy comes out at -6219.938125 hartree. The calculation puts the frontier orbital gap (spin up / spin down) at 6.388 / 9.893 eV. Its spin multiplicity is 3. Its HOMO energy (spin up / spin down) is -7.95 / -11.45 eV.

Each line ends with the Mulliken spin population.
Atoms and positions in Å:
O 6.275 -2.606 3.429  -0.238
V 6.776 -1.684 4.545  2.076
O 7.772 1.282 1.508  0.002
S 8.646 0.629 2.490  0.014
O 8.146 -0.566 3.208  0.012
O 10.097 0.249 1.695  0.004
C 11.082 -0.395 2.440  -0.001
C 12.026 -1.088 1.382  0.000
C 9.089 1.899 3.766  0.001
H 10.872 -1.079 3.262  0.000
H 11.527 0.507 2.858  0.000
H 12.901 -1.415 1.943  0.000
H 12.345 -0.438 0.567  0.000
H 11.562 -1.909 0.836  0.000
H 9.496 1.441 4.668  0.000
H 8.222 2.511 4.013  0.000
H 9.851 2.460 3.224  0.000
O 5.590 -0.127 3.404  -0.010
S 4.684 0.974 3.279  0.008
O 3.419 0.963 4.040  0.002
O 5.471 2.415 3.613  0.002
C 4.650 3.595 3.777  0.000
C 5.166 4.560 4.815  0.000
C 4.291 1.357 1.548  0.004
H 3.588 3.397 3.920  0.000
H 4.622 4.139 2.833  0.000
H 4.582 5.467 4.972  0.000
H 6.143 5.009 4.635  0.000
H 5.256 4.199 5.839  0.000
H 5.239 1.409 1.014  -0.001
H 3.886 2.369 1.515  0.001
H 3.661 0.588 1.100  0.000
O 7.465 -2.404 6.645  -0.011
S 7.610 -2.973 8.015  -0.006
O 8.296 -2.171 9.053  0.003
O 6.120 -3.450 8.678  -0.001
C 6.082 -3.842 10.040  0.000
C 5.675 -2.676 10.970  0.000
C 8.388 -4.671 7.901  0.000
H 7.072 -4.186 10.340  0.000
H 5.457 -4.715 10.228  0.000
H 6.068 -2.986 11.938  0.000
H 4.616 -2.420 10.954  0.000
H 6.242 -1.824 10.596  0.000
H 8.483 -4.988 8.940  0.000
H 9.370 -4.621 7.431  0.000
H 7.816 -5.422 7.355  0.000
O 5.921 -4.279 5.274  0.035
S 5.488 -5.545 4.696  0.013
O 5.486 -5.718 3.236  0.001
O 6.468 -6.717 5.386  0.000
C 6.139 -8.097 5.141  0.000
C 7.285 -8.894 5.676  0.000
C 3.800 -5.976 5.374  0.000
H 6.110 -8.206 4.057  0.000
H 5.147 -8.397 5.480  0.000
H 8.239 -8.532 5.292  0.000
H 7.192 -9.947 5.408  0.000
H 7.330 -8.828 6.763  0.000
H 3.196 -5.074 5.464  0.000
H 3.940 -6.386 6.374  0.000
H 3.270 -6.700 4.755  0.000
O 4.105 -1.090 8.058  0.001
S 3.798 -1.748 6.771  0.013
O 4.719 -1.682 5.625  0.046
O 3.388 -3.296 7.080  0.001
C 2.617 -3.524 8.243  -0.001
C 2.357 -5.064 8.282  0.000
C 2.146 -1.219 6.238  0.004
H 1.693 -2.961 8.380  0.000
H 3.327 -3.262 9.027  0.001
H 1.720 -5.170 9.160  0.000
H 3.250 -5.640 8.524  0.000
H 1.860 -5.431 7.383  0.000
H 1.777 -2.016 5.592  0.001
H 2.169 -0.241 5.758  -0.002
H 1.484 -1.247 7.104  0.000
O 6.904 0.235 5.693  -0.015
S 6.632 1.296 6.685  0.000
O 7.276 2.582 6.462  0.000
O 5.003 1.520 6.667  0.004
C 4.398 2.376 7.553  0.000
C 2.890 2.624 7.079  0.000
C 6.933 0.631 8.346  0.001
H 4.855 3.361 7.655  0.000
H 4.341 1.876 8.520  0.000
H 2.872 3.257 6.192  0.000
H 2.365 3.125 7.893  0.000
H 2.438 1.668 6.816  0.000
H 7.925 0.181 8.395  0.000
H 6.189 -0.085 8.693  0.001
H 6.872 1.439 9.076  0.000
O 8.797 -2.947 4.242  0.014
S 9.353 -4.302 3.944  0.018
O 9.184 -5.342 4.924  0.002
O 8.704 -4.834 2.569  -0.003
C 9.097 -6.097 2.018  0.000
C 9.573 -6.020 0.559  0.000
C 11.121 -4.213 3.409  0.004
H 8.234 -6.732 2.219  0.000
H 9.741 -6.726 2.634  0.000
H 8.957 -5.381 -0.074  0.000
H 9.614 -7.052 0.210  0.000
H 10.614 -5.698 0.529  0.000
H 11.306 -3.823 2.408  0.000
H 11.505 -5.233 3.393  0.000
H 11.600 -3.461 4.037  0.000


No. 2
ORCA calculation (the ωB97M-V functional and the def2-TZVPD basis) on a structure of composition C21H29Cl2O4V at a distorted geometry.

Its expectation value of S² is 3.77. As for the total charge: -1. The total energy comes out at -2982.845076 hartree. The calculation puts the frontier orbital gap (spin up / spin down) at 5.292 / 7.101 eV. Its spin multiplicity is 4. Its HOMO energy (spin up / spin down) is -2.69 / -4.50 eV.

Each line ends with the natural charge from an NBO analysis.
Atoms and positions in Å:
O -2.030 -1.217 -3.871  -0.575
C -2.842 -2.517 -4.144  -0.063
C -3.531 -1.933 -5.343  -0.460
H -3.624 -2.744 -3.388  0.216
H -2.140 -3.342 -4.341  0.192
C -2.530 -0.796 -5.219  0.283
H -4.540 -1.666 -5.029  0.209
H -3.543 -2.434 -6.321  0.204
C -3.227 0.531 -5.232  -0.622
H -3.869 0.645 -4.361  0.231
H -3.845 0.594 -6.126  0.205
H -2.515 1.340 -5.264  0.216
C -1.443 -0.972 -6.264  -0.627
H -1.006 -1.976 -6.181  0.216
H -0.667 -0.208 -6.153  0.225
H -1.901 -0.914 -7.259  0.203
V -0.429 -0.301 -2.360  1.066
C 1.743 -0.486 -1.508  -0.332
C 0.921 -1.240 -0.629  -0.301
C 0.429 -2.379 -1.344  -0.374
H 0.742 -0.987 0.411  0.238
C 1.020 -2.347 -2.644  -0.332
C 1.761 -1.144 -2.777  -0.398
H 2.316 -0.818 -3.646  0.215
H 2.330 0.365 -1.174  0.215
H -0.080 -3.214 -0.867  0.229
H 0.973 -3.137 -3.378  0.212
C 0.194 1.655 -1.485  -0.318
C 0.447 1.640 -2.893  -0.389
C -0.826 1.633 -3.545  -0.385
H 1.414 1.616 -3.382  0.220
C -1.845 1.637 -2.534  -0.352
C -1.215 1.633 -1.258  -0.264
H -1.708 1.798 -0.310  0.243
H 0.923 1.741 -0.696  0.215
H -0.980 1.761 -4.607  0.208
H -2.910 1.747 -2.700  0.221
O -5.994 -1.904 -1.172  -0.560
C -4.735 -1.240 -0.965  -0.089
C -3.638 -2.337 -0.943  -0.446
H -4.768 -0.669 -0.004  0.237
H -4.493 -0.514 -1.779  0.168
C -4.355 -3.670 -0.741  -0.435
H -2.998 -2.240 -0.083  0.248
H -2.959 -2.221 -1.805  0.210
C -5.851 -3.286 -0.752  -0.068
H -4.083 -4.128 0.232  0.207
H -4.080 -4.426 -1.494  0.191
H -6.326 -3.334 0.259  0.162
H -6.376 -4.000 -1.416  0.165
Cl -0.489 -2.488 2.259  -0.024
C -1.393 -0.996 2.351  -0.334
Cl -0.494 0.460 2.845  -0.053
C -2.051 -0.648 0.957  0.770
O -3.302 -0.688 1.162  -0.764
O -1.424 -0.426 -0.102  -0.723
H -2.300 -1.143 2.956  0.252


No. 3
ORCA calculation (the ωB97M-V functional and the def2-TZVPD basis) on a structure of composition C34H59BrNP3Pt at a distorted geometry.

Its expectation value of S² is 2.03. As for the total charge: +2. The total energy comes out at -5102.416891 hartree. The calculation puts the frontier orbital gap (spin up / spin down) at 5.825 / 3.721 eV. Its spin multiplicity is 3. Its HOMO energy (spin up / spin down) is -11.95 / -13.68 eV.

Each line ends with the Mulliken spin population.
Atoms and positions in Å:
C -1.498 -4.668 3.295  0.031
C -0.116 -4.494 3.071  0.053
C 0.646 -5.654 2.789  0.023
C 0.029 -6.900 2.925  -0.002
N -1.253 -7.035 3.183  0.008
C -2.001 -5.966 3.398  -0.002
C 0.510 -3.200 3.172  0.152
C 1.146 -2.165 3.405  0.062
C 1.685 -0.866 3.267  0.105
C 1.757 -0.419 1.925  0.064
C 1.975 0.919 1.640  -0.053
C 2.111 1.816 2.697  0.196
C 2.231 1.372 4.039  -0.021
C 1.966 0.021 4.324  0.096
Pt 0.489 1.049 -0.372  0.351
P -0.672 -0.922 -0.966  0.119
H 1.684 -5.589 2.452  -0.001
H -2.187 -3.810 3.369  0.001
H 0.612 -7.804 2.802  0.001
H -3.045 -6.126 3.655  0.000
H 1.875 -0.360 5.358  -0.003
H 1.471 -1.084 1.095  0.033
H 2.505 2.087 4.817  0.004
H 2.156 1.291 0.575  0.040
C -1.369 -0.939 -2.678  0.022
C -1.587 -2.285 -3.383  0.010
H -0.717 -0.311 -3.309  0.004
H -2.335 -0.411 -2.606  0.002
H -1.887 -2.051 -4.413  0.000
H -0.688 -2.909 -3.442  0.000
H -2.395 -2.880 -2.942  -0.001
C 0.413 -2.413 -0.887  0.032
C -0.202 -3.804 -0.698  0.019
H 1.121 -2.261 -0.060  0.003
H 0.996 -2.396 -1.818  -0.002
H 0.634 -4.516 -0.727  0.000
H -0.687 -3.926 0.281  -0.002
H -0.901 -4.086 -1.496  -0.002
C -2.075 -1.450 0.105  0.012
C -3.142 -2.374 -0.486  0.016
H -2.561 -0.545 0.485  -0.003
H -1.591 -1.945 0.959  0.011
H -3.899 -2.544 0.292  0.000
H -3.667 -1.961 -1.361  0.001
H -2.751 -3.362 -0.762  -0.001
Br 2.213 3.736 2.168  0.107
P 2.426 0.419 -1.786  0.090
C 2.301 -0.666 -3.279  0.008
C 3.316 -0.433 -4.402  0.003
H 1.273 -0.553 -3.656  0.001
H 2.390 -1.699 -2.912  0.001
H 3.126 -1.166 -5.197  0.000
H 3.221 0.566 -4.840  0.000
H 4.352 -0.579 -4.071  0.000
C 3.061 2.028 -2.410  -0.005
C 4.528 2.349 -2.122  0.014
H 2.417 2.807 -1.973  0.017
H 2.870 2.025 -3.494  -0.005
H 4.706 3.403 -2.378  0.000
H 4.789 2.221 -1.062  0.000
H 5.224 1.755 -2.729  -0.001
C 3.678 -0.418 -0.718  -0.004
C 4.947 -0.898 -1.425  0.002
H 3.145 -1.277 -0.275  0.003
H 3.910 0.264 0.116  -0.011
H 5.593 -1.375 -0.680  0.000
H 4.744 -1.637 -2.207  0.000
H 5.522 -0.074 -1.857  0.000
C -1.114 3.158 -2.339  0.040
C -1.357 3.791 -0.970  -0.007
C -2.599 4.704 -1.018  0.008
P -1.310 2.420 0.283  0.238
C -0.887 3.160 1.898  0.022
C -1.310 4.608 2.130  0.009
C -1.140 2.267 3.117  0.017
C -3.093 1.896 0.596  0.011
C -4.024 2.823 1.381  0.004
C -3.830 1.457 -0.671  0.002
H -2.052 2.767 -2.762  0.000
H -0.383 2.330 -2.291  0.007
H -0.708 3.916 -3.025  0.000
H -0.505 4.445 -0.717  0.024
H -3.507 4.161 -1.306  0.000
H -2.793 5.248 -0.087  -0.001
H -2.438 5.475 -1.787  0.001
H 0.227 3.176 1.804  0.023
H -2.392 4.697 2.272  0.001
H -0.838 4.964 3.052  0.001
H -0.992 5.273 1.322  0.000
H -1.203 1.199 2.855  0.001
H -0.285 2.389 3.801  -0.002
H -2.039 2.590 3.659  0.002
H -2.888 1.022 1.231  0.000
H -4.145 3.802 0.904  -0.001
H -5.021 2.360 1.379  0.000
H -3.754 2.963 2.431  0.001
H -3.198 0.961 -1.419  0.001
H -4.615 0.750 -0.368  0.000
H -4.346 2.307 -1.138  0.000


No. 4
ORCA calculation (the ωB97M-V functional and the def2-TZVPD basis) on a structure of composition C30H39NO8PS4Y at a distorted geometry.

The total energy comes out at -3795.839985 hartree. The calculation puts the frontier orbital gap at 7.854 eV. Its spin multiplicity is 1. Its HOMO energy is -7.53 eV.

Each line ends with the Löwdin charge.
Atoms and positions in Å:
Y 0.207 -0.266 -0.363  1.207
S -2.116 1.291 -0.033  0.573
C -1.411 1.484 1.546  -0.760
C -1.921 2.379 2.508  -0.099
C -1.300 2.498 3.727  -0.073
C -0.165 1.732 4.004  -0.078
C 0.283 0.883 3.025  -0.146
N -0.321 0.744 1.835  -0.064
H -2.792 2.967 2.249  0.100
H -1.683 3.193 4.467  0.107
H 0.357 1.805 4.948  0.098
H 1.167 0.274 3.177  0.090
C 7.424 4.488 -3.426  -0.047
C 7.218 5.692 -4.308  -0.737
O 8.116 6.351 -4.757  0.001
S 5.547 6.191 -4.742  1.017
C 4.517 5.031 -3.885  -0.573
C 4.196 3.809 -4.470  -0.102
C 3.401 2.898 -3.792  -0.028
C 2.903 3.192 -2.518  -0.256
C 3.215 4.430 -1.949  -0.027
C 4.013 5.340 -2.625  -0.100
C 2.092 2.239 -1.806  -0.136
C 1.384 1.438 -1.207  -0.131
H 7.069 3.587 -3.932  0.085
H 6.860 4.580 -2.497  0.081
H 8.487 4.401 -3.218  0.085
H 4.572 3.578 -5.459  0.108
H 3.155 1.945 -4.241  0.112
H 2.820 4.670 -0.970  0.117
H 4.248 6.299 -2.179  0.107
C 0.557 -1.376 -4.383  -0.128
S 0.095 -1.947 -2.796  0.412
O -1.022 -1.079 -2.356  -0.453
O -0.212 -3.347 -2.883  -0.287
O 1.239 -1.624 -1.903  -0.430
H -0.214 -1.681 -5.088  0.074
H 1.515 -1.831 -4.633  0.075
H 0.641 -0.291 -4.333  0.070
C -3.315 -7.452 -2.360  -0.047
C -3.165 -6.045 -1.841  -0.261
C -3.713 -4.970 -2.529  -0.030
C -3.577 -3.674 -2.051  -0.067
C -2.903 -3.458 -0.864  -0.397
C -2.338 -4.514 -0.161  -0.068
C -2.474 -5.799 -0.653  -0.029
S -2.704 -1.781 -0.313  0.914
C -3.778 -1.855 1.098  -0.220
O -1.308 -1.768 0.343  -0.697
H -3.627 -7.457 -3.404  0.076
H -4.065 -7.999 -1.784  0.084
H -2.376 -8.001 -2.281  0.081
H -4.231 -5.144 -3.465  0.115
H -3.972 -2.833 -2.612  0.120
H -1.780 -4.317 0.747  0.104
H -2.028 -6.629 -0.115  0.117
H -3.373 -2.589 1.794  0.065
H -4.776 -2.134 0.758  0.070
H -3.781 -0.854 1.531  0.044
C 2.837 -2.821 5.076  -0.075
C 1.710 -3.110 4.116  -0.301
O 2.226 -3.113 2.770  -0.292
P 1.340 -2.397 1.607  0.849
O 2.188 -1.026 1.260  -0.404
C 3.619 -1.067 0.974  -0.245
C 4.329 -0.215 1.994  -0.061
O 1.866 -3.257 0.360  -0.315
C 1.441 -4.619 0.173  -0.273
C 2.604 -5.554 0.391  -0.066
H 2.460 -2.809 6.101  0.081
H 3.287 -1.849 4.863  0.065
H 3.613 -3.585 5.000  0.081
H 0.916 -2.365 4.221  0.098
H 1.273 -4.089 4.314  0.114
H 3.744 -0.676 -0.033  0.120
H 3.958 -2.100 0.993  0.111
H 3.916 0.795 2.005  0.084
H 5.390 -0.151 1.745  0.083
H 4.234 -0.646 2.992  0.063
H 1.049 -4.677 -0.841  0.111
H 0.620 -4.850 0.860  0.102
H 3.410 -5.319 -0.306  0.084
H 2.289 -6.586 0.221  0.080
H 2.986 -5.464 1.409  0.071